12 unconnected molecules or ions with the total composition C82H184F6N10O10S2 in a non-equilibrium geometry. Source: the Open Molecules 2025 dataset; level of theory: ωB97M-V/def2-TZVPD.

```
294
Properties=species:S:1:pos:R:3:forces:R:3
C 4.511996 -4.098719 4.720101 0.35 -0.07 0.07
O 4.502522 -2.818093 4.043703 0.38 -0.56 1.26
C 4.250820 -1.728960 4.933519 -0.95 0.58 -1.44
C 5.103164 -1.561034 6.145828 1.30 0.00 0.15
N 6.509390 -1.207619 5.718791 -0.04 -0.06 -0.07
H 7.029269 -2.045658 5.378895 0.01 -0.02 0.05
H 6.501404 -0.609077 4.880035 0.01 0.17 0.55
C 7.432114 -0.737822 6.808817 1.03 -0.65 0.28
C 8.868046 -0.980770 6.348604 0.73 -0.25 -0.42
O 8.849669 -2.138721 5.524661 -1.10 0.11 -0.04
C 10.079057 -2.839062 5.408719 0.94 -0.29 0.54
H 3.506266 -4.510858 4.778949 -0.16 0.06 0.11
H 4.947609 -4.038725 5.722074 -0.31 0.07 -0.09
H 5.156100 -4.834780 4.230345 -0.15 0.47 -0.51
H 3.196947 -1.685722 5.272521 0.20 -0.30 -0.15
H 4.401028 -0.859880 4.253497 -0.19 -0.20 0.56
H 5.166905 -2.465323 6.756469 0.05 0.26 -0.01
H 4.739300 -0.760765 6.789026 -0.08 0.06 -0.15
H 7.298066 -1.445983 7.618361 -0.49 0.00 0.24
H 7.331116 0.277358 7.189331 -0.62 0.00 -0.42
H 9.489117 -1.184672 7.228139 -0.12 0.28 0.00
H 9.306200 -0.133346 5.810961 -0.12 0.01 0.00
H 10.685581 -2.492272 4.579751 -0.14 0.14 -0.29
H 9.932662 -3.921889 5.339621 -0.35 0.35 -0.12
H 10.644966 -2.650570 6.314997 0.26 -0.16 0.17
C -5.105916 -6.465085 -2.185579 -0.17 -0.60 0.29
O -4.853787 -5.097384 -2.435563 -0.17 0.85 -0.28
C -5.999501 -4.233584 -2.429351 0.34 -1.46 0.10
C -5.989827 -3.352833 -1.196214 0.62 0.53 -1.81
N -4.791551 -2.359345 -1.415429 -1.28 -1.19 1.73
H -5.002651 -1.621645 -2.053917 -0.21 0.37 -1.00
H -4.788720 -1.889480 -0.514248 0.55 0.31 0.13
C -3.423686 -3.014172 -1.655698 -1.58 1.10 -1.14
C -2.455406 -1.966475 -1.146378 -0.14 -1.80 1.20
O -2.703706 -0.703089 -1.606613 0.46 1.35 -1.23
C -2.240182 -0.399930 -2.941539 -0.23 -0.31 0.23
H -5.481002 -6.571222 -1.167894 -0.16 -0.30 0.09
H -4.177798 -7.027828 -2.289575 0.07 0.27 0.04
H -5.803005 -6.901597 -2.893337 -0.27 0.08 -0.09
H -6.922963 -4.793725 -2.440106 -0.34 -0.38 0.04
H -5.980146 -3.710031 -3.385231 -0.08 0.56 0.17
H -5.722061 -3.864705 -0.282425 -0.12 -0.36 0.09
H -6.965870 -2.842616 -1.093254 0.76 0.26 0.03
H -3.377512 -3.259585 -2.744662 0.12 0.27 0.91
H -3.505418 -3.954151 -1.134312 0.62 -0.17 0.27
H -1.461608 -2.401537 -1.275936 0.46 0.57 -0.14
H -2.665371 -1.866224 -0.072569 0.40 -0.30 0.13
H -1.163159 -0.621811 -3.047333 -0.43 -0.10 0.02
H -2.387894 0.670996 -3.055433 -0.04 0.01 -0.10
H -2.845748 -0.944658 -3.691865 0.45 0.23 0.21
C 0.573025 1.680279 6.048158 -0.42 -0.35 -1.05
C -0.872294 1.252439 5.710750 -0.40 -0.08 1.24
C -1.547907 0.946191 7.073526 -1.02 0.29 -0.25
N -3.047863 0.552956 6.998151 0.44 0.34 -0.35
C -3.862973 1.699978 6.420154 0.64 0.12 -0.15
C -3.651122 0.278808 8.378369 -0.36 -0.81 -0.57
C -4.954433 -0.508486 8.075391 0.17 -0.96 -1.19
C -4.460972 -1.503247 6.922124 2.16 0.43 0.31
C -3.234557 -0.748530 6.218004 -0.76 0.07 0.52
H 1.167870 1.602532 5.126496 0.06 0.31 0.38
H 1.052852 1.078176 6.811738 -0.06 -0.29 0.09
H 0.554814 2.695188 6.406088 0.21 0.46 0.02
H -0.920798 0.414618 4.996158 0.08 -0.05 0.41
H -1.406643 2.080075 5.249736 0.19 -0.20 0.06
H -1.566977 1.844041 7.706060 0.27 -0.13 -0.23
H -1.013434 0.176353 7.628500 -0.22 -0.23 -0.06
H -3.784703 1.714260 5.327395 -0.16 -0.16 0.29
H -3.472577 2.663453 6.780166 -0.06 -0.44 0.10
H -4.876570 1.574175 6.781365 -0.11 0.10 -0.37
H -3.806769 1.207888 8.895023 -0.05 0.48 0.13
H -2.913667 -0.304264 8.938470 -0.25 -0.11 -0.09
H -5.842507 0.080563 7.788821 0.64 0.00 0.18
H -5.252381 -1.133581 8.918719 0.06 0.31 0.06
H -5.039725 -2.001786 6.127805 -0.62 0.77 0.73
H -4.013059 -2.319616 7.499984 -0.04 -0.06 -0.25
H -3.417377 -0.548140 5.154516 -0.13 0.34 0.35
H -2.257310 -1.247326 6.246849 -0.40 -0.22 0.34
C 3.497215 -1.313855 -10.119620 0.11 -0.35 -0.23
C 3.791430 -1.415319 -8.646043 -0.32 1.02 1.17
C 2.926389 -0.327978 -7.962477 0.03 -0.49 0.86
N 2.852302 -0.387429 -6.405648 0.59 -0.48 -0.43
C 4.270880 -0.138268 -5.829066 -0.98 0.07 -0.86
C 2.279676 -1.696578 -5.912991 0.01 0.48 0.65
C 1.686323 -1.322831 -4.511758 0.15 -0.66 -0.01
C 1.593896 0.216203 -4.467048 -0.13 -0.30 0.28
C 1.898093 0.627967 -5.872167 0.40 0.92 -1.32
H 2.432329 -1.377335 -10.347737 0.01 0.21 0.02
H 3.947956 -2.166132 -10.581006 0.32 -0.49 -0.58
H 3.960270 -0.438584 -10.560920 -0.19 0.23 -0.09
H 4.842637 -1.181851 -8.448041 -0.08 -0.24 -0.10
H 3.576942 -2.416229 -8.249135 -0.08 0.21 -0.10
H 1.887024 -0.405344 -8.307000 0.17 0.04 0.12
H 3.311012 0.671301 -8.162676 -0.04 -0.01 -0.22
H 4.854628 -0.994380 -6.154942 0.22 0.18 0.29
H 4.255870 -0.041882 -4.741175 -0.08 -0.21 -0.35
H 4.626563 0.787463 -6.309719 -0.01 -0.41 0.29
H 3.075809 -2.442054 -5.844096 -0.15 0.16 -0.10
H 1.518061 -2.034169 -6.624643 0.18 0.14 0.12
H 2.352237 -1.707991 -3.727281 -0.39 0.15 -0.21
H 0.671157 -1.751648 -4.391120 0.61 0.00 -0.09
H 2.312679 0.725132 -3.822311 -0.02 -0.46 0.30
H 0.590420 0.498628 -4.146439 0.03 0.32 -0.11
H 2.448500 1.583169 -5.920800 -0.65 -0.15 -0.18
H 1.019862 0.617020 -6.550154 0.46 0.14 0.41
C 0.108566 5.378542 -5.055665 -0.22 -0.33 0.27
C -0.655149 5.016926 -6.379196 0.17 0.37 0.39
C -1.835593 4.088297 -5.975178 1.00 0.34 0.29
N -2.501620 3.209490 -6.972536 0.51 -0.56 -1.30
C -1.605762 2.091356 -7.396618 1.04 -0.70 -0.17
C -3.066132 3.977690 -8.206735 1.02 -0.70 0.94
C -4.182667 4.708781 -7.575737 -1.89 0.08 -0.14
C -4.833659 3.707304 -6.572676 0.20 0.06 -0.74
C -3.747719 2.648449 -6.346449 -0.11 -0.11 -0.53
H 0.854779 6.178935 -5.093189 -0.30 -0.07 -0.64
H 0.645095 4.522941 -4.629403 -0.07 -0.20 -0.28
H -0.591837 5.678120 -4.262214 -0.11 0.05 -0.29
H 0.028450 4.524712 -7.101419 -0.38 0.40 0.37
H -1.025863 5.979409 -6.802150 0.20 -0.86 -0.01
H -2.632618 4.687451 -5.575791 -0.23 0.35 0.41
H -1.478942 3.405401 -5.188695 -0.14 0.14 -0.13
H -0.741795 2.499275 -7.983041 -0.80 -0.32 0.57
H -2.117757 1.305211 -8.028277 0.27 1.20 0.69
H -1.216849 1.588970 -6.465855 -0.36 0.50 -0.89
H -3.330814 3.167506 -8.862457 -0.44 -0.10 -0.53
H -2.288181 4.575256 -8.663030 0.19 0.11 0.01
H -4.956026 5.013768 -8.282706 0.28 0.05 -0.18
H -3.846843 5.613551 -7.112105 0.23 0.50 0.37
H -5.717767 3.276503 -7.059312 0.25 -0.05 0.35
H -5.145456 4.190029 -5.659672 -0.10 0.16 0.24
H -3.939960 1.727695 -6.914870 -0.17 0.20 0.48
H -3.502957 2.447692 -5.306954 -0.17 -0.24 0.08
C -0.433703 3.568571 -1.448102 -0.30 0.27 -1.27
C -0.191776 2.781300 -0.170996 -0.82 1.33 0.59
C 0.988678 1.855335 -0.267681 -0.12 -1.05 0.36
N 1.124152 0.836005 0.888308 -0.48 1.03 0.41
C 1.518458 1.676666 2.151961 -0.14 -0.35 -0.98
C 2.204526 -0.178217 0.606609 0.48 0.76 1.05
C 1.921347 -1.325155 1.590868 -0.21 -0.40 -0.36
C 0.392675 -1.208143 1.893863 0.80 -0.67 0.76
C -0.106401 -0.038827 1.116752 -0.36 0.98 -0.55
H -0.828861 2.983729 -2.298418 0.19 -0.20 0.33
H 0.477071 4.046163 -1.836009 -0.10 -0.05 0.24
H -1.182410 4.367523 -1.300923 0.41 -0.28 0.26
H -1.154533 2.322287 0.125790 0.63 -0.11 -0.01
H -0.001410 3.604430 0.543293 -0.10 -0.72 0.27
H 1.908264 2.432881 -0.224406 0.16 -0.09 -0.31
H 0.952813 1.257149 -1.184153 0.09 0.04 0.08
H 1.763556 1.036844 2.993125 0.13 -0.30 -0.18
H 0.686645 2.308601 2.455835 -0.09 0.04 -0.27
H 2.391960 2.287466 1.850798 -0.51 -0.41 0.27
H 3.126171 0.366230 0.815258 0.23 -0.43 -0.26
H 2.178628 -0.426358 -0.445857 -0.09 -0.26 -0.17
H 2.503669 -1.270204 2.515045 0.01 0.17 -0.27
H 2.166076 -2.304403 1.138726 -0.06 0.56 0.15
H 0.204290 -1.043714 2.955544 0.12 -0.22 0.05
H -0.090857 -2.135274 1.592132 -0.28 0.08 0.06
H -0.890193 0.549829 1.621552 0.35 -0.20 -0.28
H -0.482362 -0.412005 0.149708 0.25 0.70 0.04
C -1.474882 8.727008 -2.309753 -0.31 0.56 -1.38
C -0.195055 8.869861 -1.537753 0.25 -0.08 1.79
C -0.069869 7.633516 -0.604777 0.29 -0.21 -0.49
N 1.093619 7.613455 0.370013 0.60 -0.26 -0.61
C 1.223173 6.212799 0.971016 -0.03 0.25 0.30
C 2.425546 6.087538 1.944641 -0.87 0.41 -0.27
C 3.755061 6.538185 1.310130 -0.39 0.90 0.07
C 3.568794 7.941968 0.625948 1.58 -1.14 -0.35
C 2.431299 7.937009 -0.369932 -1.07 0.14 0.69
C 0.899354 8.645054 1.452151 -1.09 -0.33 0.06
H -2.371203 8.950704 -1.745679 -0.06 -0.06 0.36
H -1.561325 7.726218 -2.724867 -0.09 -0.35 -0.01
H -1.511080 9.393457 -3.192838 0.17 -0.16 0.53
H -0.204337 9.761630 -0.904142 -0.22 0.10 -0.18
H 0.681292 8.990943 -2.168005 -0.05 -0.30 -0.26
H 0.066135 6.765894 -1.254184 0.22 -0.16 0.00
H -0.975046 7.405498 -0.026524 0.15 0.45 0.00
H 1.378433 5.466864 0.188047 0.13 0.50 -0.62
H 0.225897 5.956915 1.361240 0.40 0.28 0.45
H 2.430313 5.047474 2.241724 0.20 -0.43 0.10
H 2.199393 6.631353 2.874883 0.28 -0.08 -0.31
H 4.171092 5.835689 0.574525 -0.43 -0.02 0.07
H 4.506759 6.603673 2.101833 -0.06 0.13 -0.15
H 4.494333 8.148055 0.061037 -0.34 -0.10 0.02
H 3.573505 8.746455 1.353675 -0.54 0.09 0.07
H 2.536383 7.205771 -1.180857 0.04 -0.11 0.36
H 2.257145 8.894442 -0.847894 0.23 0.21 0.16
H 1.023173 9.633800 1.029080 0.41 0.08 0.05
H 1.561818 8.407334 2.261970 0.41 0.42 0.11
H -0.115654 8.619173 1.877827 0.16 -0.39 -0.43
C 6.153608 -4.879222 -4.899814 0.08 -0.50 0.48
C 5.279796 -5.819804 -3.979390 0.30 0.50 -1.38
C 4.827567 -5.014586 -2.777654 0.30 -0.29 0.25
N 3.501431 -5.503750 -2.158341 1.62 0.32 -0.14
C 3.587171 -6.973959 -1.774589 -1.08 0.41 1.68
C 4.507325 -7.193824 -0.590694 -0.23 0.26 0.18
C 4.137600 -6.297626 0.602932 0.25 -0.14 -0.24
C 4.147133 -4.809971 0.236248 0.01 -0.21 0.11
C 3.204656 -4.582889 -0.945609 -0.33 -1.00 -0.62
C 2.385997 -5.364197 -3.090687 -1.88 0.15 0.22
H 6.936175 -5.442954 -5.432701 -0.39 0.24 0.26
H 6.609093 -4.101557 -4.289585 0.29 -0.11 -0.08
H 5.540790 -4.362193 -5.642095 -0.12 -0.16 0.02
H 5.854584 -6.728259 -3.723339 -0.42 0.45 0.04
H 4.420479 -6.091760 -4.608393 0.15 -0.34 0.31
H 4.687943 -3.953335 -3.029532 -0.03 -0.32 0.16
H 5.594627 -5.094853 -1.990431 -0.42 0.29 -0.29
H 3.799448 -7.648512 -2.587590 0.21 0.37 -0.67
H 2.551631 -7.171433 -1.445879 0.26 -0.25 -0.11
H 5.548654 -7.113138 -0.897086 0.14 0.27 0.15
H 4.398890 -8.210835 -0.247160 -0.09 -0.51 -0.18
H 4.831152 -6.549573 1.412405 -0.14 0.35 -0.04
H 3.122903 -6.551226 0.959861 0.23 -0.12 -0.13
H 5.158382 -4.465329 0.011983 -0.08 0.02 -0.10
H 3.831960 -4.233628 1.121087 -0.13 0.09 -0.43
H 3.172428 -3.586781 -1.383206 0.36 0.15 0.20
H 2.162749 -4.864162 -0.731938 0.23 0.08 0.54
H 1.480967 -5.447270 -2.451572 0.28 -0.23 -0.56
H 2.324501 -6.149765 -3.843274 0.38 0.10 0.10
H 2.286910 -4.379593 -3.555494 0.67 -0.05 0.05
C -7.847929 3.963286 2.586062 -0.65 0.21 0.14
C -6.870172 2.976551 2.011453 -0.97 -0.89 0.30
C -6.013914 3.644702 1.016079 1.05 0.04 -1.37
N -4.963301 2.673075 0.376975 0.29 0.89 -0.09
C -5.652960 1.567020 -0.352432 1.15 -0.61 -0.76
C -6.448819 2.019064 -1.569190 -0.47 0.31 0.99
C -5.561834 2.823054 -2.497522 -0.32 -0.39 -0.81
C -4.808533 3.948749 -1.849898 0.49 0.93 1.02
C -4.076479 3.494346 -0.601169 0.25 -0.47 0.97
C -4.056181 2.014617 1.387069 -1.09 0.06 0.01
H -7.402962 4.750750 3.187810 0.09 0.10 -0.10
H -8.567405 3.420817 3.203840 0.00 0.23 -0.05
H -8.384893 4.372927 1.727340 -0.22 0.40 0.37
H -7.537602 2.296662 1.468071 0.33 -0.46 0.17
H -6.369950 2.429321 2.816233 0.28 0.14 -0.24
H -5.471763 4.512024 1.390782 0.19 -0.20 0.14
H -6.617390 3.964812 0.141877 0.30 -0.05 0.67
H -6.200992 0.899816 0.315240 -0.20 0.58 0.26
H -4.765958 0.969326 -0.660795 -0.50 0.01 -0.35
H -7.334855 2.597970 -1.247505 0.37 -0.20 -0.16
H -6.862809 1.119064 -2.022896 0.06 0.05 -0.29
H -6.137604 3.220864 -3.329646 -0.15 -0.08 -0.10
H -4.829291 2.124242 -2.931423 0.02 0.08 -0.02
H -5.371157 4.858169 -1.580652 -0.30 -0.52 -0.42
H -4.034441 4.293293 -2.539535 0.01 0.12 0.01
H -3.637783 4.292880 0.031151 -0.30 -0.23 -0.43
H -3.240313 2.835192 -0.878669 -0.27 -0.14 0.10
H -3.714397 2.740272 2.125571 0.12 0.07 -0.18
H -3.264487 1.466661 0.872012 0.07 0.37 -0.13
H -4.703077 1.267185 1.839456 0.16 -0.02 0.48
C -1.863464 -6.709702 7.425934 -0.21 -1.18 -0.96
C -2.068617 -5.901825 6.135613 0.39 1.25 0.57
C -1.315405 -6.477586 4.983198 0.56 -0.55 -0.67
N -1.468386 -5.754068 3.612775 0.00 -0.61 0.30
C -0.336195 -6.261596 2.641578 -0.94 -0.61 1.30
C -0.547048 -5.797748 1.211143 -0.94 0.49 0.08
C -1.958799 -6.182799 0.679206 0.69 -0.73 0.33
C -3.003219 -5.577634 1.614224 0.13 0.49 0.56
C -2.841565 -6.145082 3.041985 0.48 1.02 -0.76
C -1.292761 -4.276672 3.864463 -0.75 -0.08 -0.60
H -2.367976 -6.228223 8.255536 -0.01 -0.08 0.09
H -0.794680 -6.808874 7.632623 -0.11 0.12 0.15
H -2.249173 -7.741511 7.279855 0.08 0.61 0.38
H -1.545840 -4.960823 6.343503 -0.60 0.36 0.03
H -3.118365 -5.704062 5.904232 0.01 -0.13 0.18
H -1.594355 -7.519856 4.831931 0.16 -0.05 -0.29
H -0.252093 -6.400518 5.220779 0.04 -0.29 -0.17
H -0.323844 -7.361377 2.821382 0.02 0.71 -0.48
H 0.550676 -5.833270 3.084926 0.45 -0.05 -0.02
H 0.272394 -6.110059 0.554496 -0.17 -0.19 0.29
H -0.512221 -4.700064 1.275740 0.20 -0.03 -0.41
H -2.032319 -7.296710 0.760356 -0.10 0.76 -0.47
H -2.093352 -5.875109 -0.377725 0.06 -0.25 0.60
H -4.019581 -5.798956 1.311928 -0.20 -0.16 -0.20
H -2.912363 -4.470511 1.630619 -0.07 -0.37 -0.03
H -2.883715 -7.228686 2.921756 0.18 -0.01 0.56
H -3.608867 -5.791809 3.743057 0.26 -0.18 -0.24
H -2.203337 -3.857010 4.310088 0.30 -0.36 0.23
H -1.203316 -3.765205 2.904978 0.33 -0.12 0.13
H -0.416741 -4.097368 4.503040 -0.33 -0.21 -0.27
C -1.376388 4.341472 3.808760 -0.01 0.12 -0.27
F -0.078066 4.699667 3.732124 -0.30 0.20 -0.14
F -1.398756 3.054494 3.318616 -0.12 -0.18 -0.50
F -1.691403 4.230065 5.086844 -0.08 0.17 0.64
S -2.597443 5.441603 2.891065 0.31 -4.50 -1.02
O -3.818714 4.646103 3.101924 0.71 1.06 -0.07
O -2.394602 6.668886 3.503549 -0.17 2.63 1.04
O -2.066224 5.261171 1.537365 -0.17 0.27 -0.34
C 5.119645 -1.069785 -1.644952 0.10 -1.33 -2.38
F 4.726501 0.109558 -1.302176 -0.87 2.63 0.44
F 5.099549 -1.778448 -0.543248 0.07 -1.24 1.25
F 3.983542 -1.591856 -2.418079 0.55 0.20 0.68
S 6.726269 -1.127022 -2.719471 -3.48 -1.45 2.11
O 7.444511 -0.206122 -1.899960 1.16 -0.40 -0.62
O 6.821880 -2.571645 -2.677623 1.61 0.20 0.50
O 6.124503 -0.719214 -3.945111 0.45 1.36 -1.49
```
Positions in Å, forces in eV/Å.

Charge   +8
Gap between HOMO and LUMO   6.628 eV
E_LUMO   -14.55 eV
HOMO   -21.174 eV
Energy   -161277.921 eV